{
  "formula": "C34H63BiN6O6P2",
  "method": "ωB97M-V with the def2-TZVPD basis set",
  "elements": ["Bi", "C", "C", "C", "C", "C", "H", "H", "H", "H", "H", "C", "N", "C", "C", "N", "C", "C", "C", "C", "C", "C", "N", "C", "N", "C", "C", "N", "C", "C", "N", "C", "C", "H", "H", "H", "H", "H", "H", "H", "H", "H", "H", "H", "H", "H", "H", "H", "H", "H", "H", "H", "H", "H", "H", "H", "H", "H", "H", "H", "H", "C", "C", "C", "O", "P", "O", "C", "P", "O", "O", "C", "C", "C", "O", "C", "C", "C", "O", "C", "C", "C", "H", "H", "H", "H", "H", "H", "H", "H", "H", "H", "H", "H", "H", "H", "H", "H", "H", "H", "H", "H", "H", "H", "H", "H", "H", "H", "H", "H", "H", "H"],
  "xyz": [[-0.224, -1.716, 0.574], [-0.260, -4.128, 1.366], [0.772, -4.019, 0.388], [1.916, -3.475, 1.029], [1.595, -3.244, 2.373], [0.269, -3.650, 2.590], [-1.203, -4.632, 1.218], [0.728, -4.454, -0.600], [2.865, -3.262, 0.560], [2.243, -2.788, 3.105], [-0.256, -3.598, 3.532], [-3.451, 1.223, 0.127], [-3.894, 0.187, 1.047], [-5.191, 0.436, 1.677], [-3.266, -0.993, 1.159], [-2.519, -1.550, 0.187], [-2.883, -1.418, -1.179], [-4.199, -1.235, -1.601], [-4.500, -1.085, -2.944], [-3.482, -1.132, -3.890], [-2.182, -1.376, -3.483], [-1.878, -1.565, -2.138], [-0.569, -1.893, -1.690], [0.234, -2.632, -2.458], [1.563, -2.435, -2.385], [2.536, -3.493, -2.647], [2.132, -1.178, -1.912], [-0.235, -3.597, -3.272], [0.344, -3.865, -4.587], [-1.484, -4.294, -2.983], [-3.338, -1.636, 2.346], [-3.432, -0.922, 3.619], [-3.381, -3.093, 2.435], [-4.033, 1.212, -0.796], [-2.398, 1.092, -0.096], [-3.588, 2.186, 0.621], [-5.861, 0.842, 0.918], [-5.114, 1.157, 2.491], [-5.620, -0.489, 2.050], [-4.991, -1.202, -0.863], [-5.526, -0.935, -3.252], [-3.701, -0.990, -4.939], [-1.388, -1.437, -4.220], [2.044, -4.460, -2.679], [3.263, -3.501, -1.834], [3.069, -3.326, -3.584], [1.365, -0.407, -1.914], [2.947, -0.882, -2.574], [2.539, -1.289, -0.900], [1.072, -3.098, -4.840], [-0.459, -3.835, -5.324], [0.820, -4.844, -4.637], [-1.767, -4.137, -1.944], [-1.331, -5.360, -3.148], [-2.294, -3.946, -3.626], [-4.457, -0.819, 3.974], [-2.984, 0.066, 3.526], [-2.874, -1.491, 4.361], [-3.464, -3.517, 1.439], [-4.253, -3.385, 3.021], [-2.491, -3.483, 2.924], [-1.032, 5.382, -0.156], [0.121, 4.564, 0.376], [0.503, 4.913, 1.794], [-0.289, 3.147, 0.361], [0.485, 2.049, -0.452], [-0.247, 0.759, -0.356], [2.182, 2.024, 0.151], [2.475, 1.189, 1.727], [1.512, 0.097, 1.985], [2.438, 2.387, 2.732], [2.148, 2.287, 4.174], [0.664, 2.087, 4.384], [3.007, 1.222, 4.822], [3.926, 0.600, 1.663], [5.247, 1.207, 1.441], [5.655, 0.934, 0.011], [5.317, 2.673, 1.811], [0.754, 2.582, -1.903], [-0.106, 2.595, -3.101], [0.486, 1.622, -4.093], [-1.563, 2.303, -2.817], [-0.809, 6.443, -0.046], [-1.938, 5.162, 0.412], [-1.218, 5.184, -1.211], [0.982, 4.669, -0.290], [-0.368, 4.843, 2.449], [0.873, 5.939, 1.826], [1.281, 4.251, 2.174], [2.526, 3.058, 0.216], [2.779, 1.523, -0.614], [2.442, 3.272, 4.533], [0.356, 1.093, 4.054], [0.091, 2.837, 3.837], [0.442, 2.193, 5.446], [2.747, 0.229, 4.448], [2.837, 1.235, 5.898], [4.067, 1.399, 4.646], [5.887, 0.637, 2.112], [5.084, 1.546, -0.691], [5.520, -0.120, -0.236], [6.709, 1.180, -0.122], [4.672, 3.285, 1.177], [6.342, 3.012, 1.661], [5.049, 2.850, 2.850], [0.006, 3.613, -3.471], [0.367, 0.600, -3.726], [1.542, 1.827, -4.266], [-0.042, 1.707, -5.044], [-1.711, 1.244, -2.608], [-2.145, 2.562, -3.702], [-1.947, 2.891, -1.982]],
  "forces_ev_per_a": [[0.247, 0.324, 0.211], [-0.093, -0.221, -0.002], [0.043, -0.311, -0.149], [-0.032, 0.224, -0.027], [-0.093, 0.013, 0.023], [0.040, 0.231, 0.041], [0.011, 0.036, 0.003], [0.007, 0.054, 0.009], [0.002, -0.061, 0.030], [0.000, -0.009, -0.010], [0.008, -0.039, 0.002], [-0.003, 0.037, 0.033], [-0.108, 0.029, -0.004], [0.090, -0.006, -0.028], [0.015, -0.122, 0.113], [-0.060, 0.094, -0.209], [0.003, 0.031, 0.218], [-0.027, 0.069, 0.010], [0.059, -0.062, -0.051], [-0.048, 0.048, 0.048], [0.008, 0.055, -0.064], [0.158, -0.030, 0.061], [-0.239, 0.126, 0.057], [-0.009, 0.009, -0.116], [0.116, 0.020, -0.033], [-0.030, 0.061, 0.037], [-0.061, -0.032, -0.009], [0.079, -0.131, 0.032], [-0.039, 0.016, 0.038], [0.052, -0.079, -0.031], [0.090, 0.005, 0.037], [0.000, -0.040, -0.108], [-0.080, 0.102, -0.039], [-0.017, 0.011, -0.004], [0.021, -0.006, -0.064], [0.023, 0.009, -0.008], [-0.008, 0.008, -0.004], [0.007, 0.011, 0.010], [0.010, -0.038, 0.018], [-0.004, 0.000, -0.041], [0.008, 0.006, 0.003], [-0.006, -0.010, 0.009], [-0.026, 0.022, 0.015], [-0.005, -0.015, -0.004], [0.006, -0.006, -0.011], [0.004, -0.009, 0.001], [0.021, -0.009, 0.015], [0.001, -0.015, -0.022], [-0.005, 0.023, -0.008], [-0.004, -0.008, 0.003], [-0.003, 0.007, -0.022], [-0.018, -0.006, 0.022], [0.002, -0.022, -0.018], [0.015, 0.000, -0.015], [0.010, -0.026, 0.016], [-0.045, -0.033, 0.009], [-0.029, 0.012, -0.028], [0.037, 0.019, 0.010], [0.013, -0.013, -0.020], [-0.015, -0.004, 0.000], [0.046, -0.024, 0.042], [-0.038, 0.023, 0.022], [-0.013, -0.093, -0.014], [0.033, 0.068, 0.063], [-0.092, 0.043, -0.003], [0.013, 0.083, 0.119], [0.092, -0.153, -0.079], [0.013, 0.005, -0.066], [-0.136, -0.277, -0.118], [-0.036, -0.086, -0.089], [-0.049, 0.093, 0.181], [0.088, -0.028, -0.078], [-0.072, -0.016, -0.005], [-0.017, -0.050, 0.022], [0.153, 0.030, 0.008], [-0.071, -0.054, 0.035], [0.007, 0.020, -0.057], [-0.041, 0.017, -0.027], [-0.119, -0.120, -0.082], [0.051, 0.115, 0.012], [0.032, -0.020, -0.032], [0.005, -0.026, 0.094], [-0.004, -0.010, -0.014], [0.017, 0.021, -0.003], [-0.007, -0.047, -0.019], [0.016, 0.002, -0.005], [0.001, 0.009, -0.027], [-0.020, 0.007, 0.018], [-0.071, 0.094, -0.084], [0.076, -0.036, -0.054], [0.007, 0.008, 0.002], [0.019, 0.030, 0.028], [0.030, 0.020, 0.007], [0.031, -0.037, 0.035], [-0.020, -0.009, 0.002], [-0.006, 0.041, 0.013], [0.007, -0.004, 0.006], [-0.009, 0.015, -0.006], [0.000, -0.025, 0.033], [-0.001, -0.006, 0.003], [0.001, 0.015, 0.017], [-0.012, 0.004, 0.001], [0.022, -0.005, -0.003], [0.002, -0.001, 0.005], [0.002, -0.016, 0.006], [0.001, 0.040, 0.024], [0.015, -0.029, -0.010], [-0.022, -0.007, 0.009], [0.010, -0.005, 0.007], [-0.049, -0.025, 0.066], [0.004, -0.007, -0.001], [0.010, 0.059, 0.012]],
  "e_lumo_ev": -4.6143,
  "e_tot_ev": -81917.10568,
  "e_homo_ev": -12.824,
  "total_charge": 2,
  "molar_mass_g_mol": 922.842,
  "gap_ev": 8.2
}